Here is one molecule with the formula C5H7NO from the OMol25 dataset. Energies are from wB97M-V/def2-TZVPD.

E_HOMO (spin up / spin down), eV: -8.2 / -8.0
Relative energy (zero: lowest compared OMol25 entry of this formula, charge and spin), kJ/mol: 370.68
Energy, eV: -8832.36102
E_LUMO (spin up / spin down), eV: 0.3 / -0.5
Molar mass, g/mol: 97.12
Total charge: 0
Gap between HOMO and LUMO (spin up / spin down), eV: 8.50 / 7.47

Element x y z (Å)
O: 1.5673 -0.7347 -0.0964
N: 0.4979 2.4332 -0.8708
C: 2.6355 -0.1056 0.2866
C: 0.4931 1.3303 -0.4875
C: -0.8103 -0.7241 0.3289
C: 0.4171 -0.0343 -0.1538
C: -2.0880 -0.1126 -0.2347
H: -2.1388 0.9581 -0.0126
H: -2.9672 -0.5915 0.2037
H: -0.8441 -0.6821 1.4301
H: 3.5836 -0.4928 -0.0505
H: -0.7307 -1.7868 0.0692
H: -2.1308 -0.2283 -1.3207
H: 2.5154 0.7712 0.9084

Atoms 1-3, force components in eV/Å:
O -1.34 -0.91 -0.36
N 0.01 -0.86 0.44
C 1.68 0.89 0.50

Mulliken population analysis, charges in e, atoms 1 to 4:
1 O -0.334
2 N -0.481
3 C -0.506
4 C 0.334

=====

Here is C5H7NO as an isolated structure from the OMol25 dataset. Energies are from wB97M-V/def2-TZVPD.

E_HOMO, eV: -7.8
Relative energy (zero: lowest compared OMol25 entry of this formula, charge and spin), kJ/mol: 319.03
Energy, eV: -8832.89636
E_LUMO, eV: 0.9
Molar mass, g/mol: 97.12
Total charge: 0
Gap between HOMO and LUMO, eV: 8.68

Element x y z (Å)
O: 0.3340 2.3974 -0.4446
N: -0.6600 0.3351 -0.8275
C: -0.2999 -1.0233 -0.6108
C: -1.5229 -0.3306 0.6949
C: 0.4163 1.0360 -0.4497
C: 1.4806 0.2098 -0.0761
C: 1.0309 -1.1090 -0.1921
H: -0.8933 -1.7969 -1.0828
H: -2.2000 0.5219 0.6491
H: -2.1084 -1.2516 0.7338
H: -0.8226 -0.2546 1.5258
H: 1.5854 -2.0148 0.0185
H: 2.4680 0.5335 0.2375
H: 1.1918 2.7470 -0.1758

Atoms 1-3, force components in eV/Å:
O 0.15 0.05 0.06
N 0.24 0.14 -0.06
C 0.13 -0.20 -0.13

Mulliken population analysis, charges in e, atoms 1 to 4:
1 O -0.507
2 N -0.438
3 C -0.291
4 C -0.743

=====

So what do the calculations give for largest force on an atom? Going down the list: 2.0 0.5 eV/A.